Model 1:
This record from the Open Molecules 2025 dataset describes C5H8O2 in the gas phase. The level of theory is ωB97M-V with the def2-TZVPD basis set.

Calculated values
Gap between HOMO and LUMO in eV: 8.65
Lowest unoccupied orbital energy in eV: 0.694
HOMO level in eV: -7.9513

```
! wB97M-V def2-TZVPD RIJCOSX def2/J DEFGRID3
* xyz 0 1
C 1.632 -0.469 0.103
C 0.334 0.134 0.625
C -0.263 1.247 -0.229
O -1.175 0.261 -0.904
C -1.686 1.511 0.078
C -0.902 -0.708 0.252
O -0.789 -1.980 -0.194
H 2.463 0.217 0.279
H 1.596 -0.655 -0.979
H 1.866 -1.413 0.609
H 0.408 0.405 1.678
H 0.395 1.886 -0.844
H -2.056 2.252 -0.646
H -1.707 -0.683 0.992
H -0.088 -1.983 -0.855
*
```



Model 2:
This record from the Open Molecules 2025 dataset describes a molecular structure, C5H8O2. The level of theory is ωB97M-V with the def2-TZVPD basis set.

Calculated values
Gap between HOMO and LUMO in eV: 9.24
Lowest unoccupied orbital energy in eV: 0.644
HOMO level in eV: -8.5978

```
! wB97M-V def2-TZVPD RIJCOSX def2/J DEFGRID3
* xyz 0 1
O -1.473 -0.733 -2.518
C -1.086 0.102 -1.500
C -0.221 -0.546 0.172
C 1.266 -0.188 0.146
C 1.173 0.620 1.461
C -0.327 0.307 1.484
O -1.203 0.597 2.257
H -2.429 -0.731 -2.666
H -1.553 0.217 -0.537
H -0.217 0.657 -1.810
H -0.517 -1.585 0.350
H 1.931 -1.049 0.172
H 1.526 0.436 -0.715
H 1.399 1.693 1.397
H 1.730 0.205 2.307
*
```



Short version: model 2 is the most stable of them.